1.
This record from the Open Molecules 2025 dataset describes C4H3LiO3 as an isolated structure in a non-equilibrium geometry. The level of theory is wB97M-V/def2-TZVPD.

Calculated values
* E_LUMO (spin up / spin down): -0.730 / -0.726 eV
* energy relative to the best compared isomer or geometry (same formula, charge and spin): 102.5 kcal per mole
* total energy: -387.25886 Ha
* charge: 0

Each line ends with the Löwdin charge.
Cartesian coordinates (Å):
C 1.65936 -0.17350 -0.14265  -0.420
O 2.87719 0.06311 -0.06937  -0.183
O 0.90847 0.96634 -0.28070  -0.068
C -0.45899 0.77681 -0.31355  -0.322
O -1.79883 -1.15892 -0.43994  -0.119
C -1.13118 -0.79028 -1.40718  0.097
C -1.19728 0.19510 0.78229  -0.025
Li 2.82687 -1.83026 0.03421  0.737
H -0.92966 1.62629 -0.82223  0.128
H -0.63678 -0.35440 1.54332  0.086
H -2.11916 0.67972 1.11580  0.088

=====

2.
This record from the Open Molecules 2025 dataset describes C7H22AsN4O8P2RuS as an isolated structure in a non-equilibrium geometry. The level of theory is wB97M-V/def2-TZVPD.

Calculated values
* spin multiplicity: 2
* E_LUMO (spin up / spin down): -0.674 / -0.142 eV
* energy relative to the best compared isomer or geometry (same formula, charge and spin): 46.7 kcal per mole
* total energy: -4512.69481 Ha
* charge: 0

Each line ends with the Löwdin charge.
Cartesian coordinates (Å):
Ru -0.52881 0.49024 -0.29149  0.948
N -0.53779 1.58012 -2.54007  -0.025
N -0.33108 0.64390 -3.56048  -0.061
C -0.72808 -0.61794 -3.32416  -0.866
N -0.35047 -1.55191 -4.20457  0.124
S -1.85586 -0.99552 -2.12474  0.683
H -1.27488 2.22654 -2.79066  0.109
H 0.33683 2.08450 -2.40392  0.069
H 0.58849 0.75852 -3.98294  0.124
H 0.42604 -1.38673 -4.82507  0.121
H -0.60325 -2.49889 -3.98833  0.097
O 2.65480 2.34370 1.81345  -0.103
P 1.83109 1.11689 1.19667  0.172
O 0.44957 1.16990 1.77993  -0.348
O 2.59708 -0.15917 1.29602  -0.323
O 1.74880 1.57514 -0.37827  -0.337
P 2.19762 0.50968 -1.59253  0.202
O 3.61692 -0.00123 -1.11793  -0.129
O 2.25797 1.28788 -2.85017  -0.288
O 1.18227 -0.61695 -1.53146  -0.437
H 3.60625 2.21631 1.69944  0.087
H 3.49264 -0.29834 -0.17939  0.034
N -1.06568 3.77690 2.03637  0.190
C -1.43131 2.80926 1.17637  -0.583
O -1.07539 2.82854 -0.00306  -0.047
C -2.40759 1.77654 1.68395  -0.218
C -2.65747 0.72107 0.62694  -0.185
H -0.29006 4.36262 1.77085  0.121
H -1.20674 3.64476 3.02248  0.114
H -3.32749 2.31076 1.95748  0.120
H -2.00071 1.32956 2.59237  0.105
H -3.26029 1.08298 -0.20140  0.038
H -3.04990 -0.20628 1.03317  0.031
C -1.53958 -2.95355 0.96321  -0.300
As 0.02633 -1.75511 0.94771  1.104
C 0.42192 -1.81163 2.86080  -0.268
C 1.34011 -3.04646 0.31597  -0.261
H -1.26855 -3.93846 1.34155  0.025
H -1.94258 -3.03850 -0.04448  -0.014
H -2.30626 -2.52343 1.60752  0.018
H 0.23092 -2.80885 3.25457  0.032
H -0.19539 -1.07536 3.37258  0.023
H 1.46581 -1.53871 2.99218  0.018
H 1.21697 -3.98579 0.85318  0.034
H 2.33581 -2.64706 0.49472  0.024
H 1.21098 -3.19041 -0.75437  0.025

=====

3.
This record from the Open Molecules 2025 dataset describes C28H25N5PbS2 as an isolated structure. The level of theory is wB97M-V/def2-TZVPD.

Calculated values
* E_LUMO: -1.011 eV
* total energy: -2344.94108 Ha
* charge: 0

Each line ends with the Löwdin charge.
Cartesian coordinates (Å):
Pb -0.72567 -0.44013 -0.98388  1.068
C -1.23237 -1.75726 2.20110  -0.060
N -0.06822 -1.45998 1.34406  -0.213
C 0.77122 -0.47345 2.03210  -0.171
C 1.74262 0.22977 1.10499  -0.167
N 1.06176 1.02805 0.06311  -0.224
C 0.46348 2.24118 0.64859  -0.040
C 1.96526 1.40404 -1.02245  -0.298
C 3.30098 1.67605 -0.75328  -0.028
C 4.17710 2.02064 -1.76911  -0.069
C 3.71801 2.08809 -3.07320  -0.073
C 2.39143 1.81570 -3.34962  -0.108
C 1.49156 1.48409 -2.33818  -0.598
S -0.18601 1.20696 -2.81108  0.657
C 0.56985 -2.70580 0.95241  -0.298
C 1.71046 -3.18067 1.58407  -0.022
C 2.31068 -4.36092 1.17150  -0.072
C 1.76468 -5.07834 0.12204  -0.071
C 0.63019 -4.60966 -0.51518  -0.108
C 0.01412 -3.42916 -0.11385  -0.615
S -1.41318 -2.89044 -1.00634  0.667
H -0.88632 -2.10612 3.17960  0.108
H -1.82826 -2.53847 1.73822  0.075
H -1.83981 -0.86302 2.32189  0.085
H 1.34224 -0.92093 2.85112  0.121
H 0.09310 0.23884 2.50491  0.120
H 2.38086 -0.50205 0.61373  0.112
H 2.38750 0.87212 1.71509  0.128
H 1.23047 2.82555 1.16713  0.109
H -0.33455 1.98193 1.34143  0.090
H 0.04478 2.84786 -0.14917  0.075
H 3.67740 1.60815 0.25600  0.110
H 5.21546 2.21398 -1.53828  0.108
H 4.39408 2.33559 -3.87953  0.108
H 2.03261 1.84037 -4.36976  0.102
H 2.16652 -2.63047 2.39349  0.107
H 3.22180 -4.69148 1.64639  0.108
H 2.24521 -5.98103 -0.22795  0.109
H 0.22246 -5.14025 -1.36460  0.104
N 1.32200 -1.36698 -1.62094  0.046
C 2.47463 -1.57881 -1.60688  -0.331
N 3.72824 -1.65621 -1.75512  0.105
C 4.53432 -2.45952 -1.09458  -0.402
N 5.32187 -3.09643 -0.53862  0.091
C -4.19451 4.39269 -0.00814  -0.079
C -2.96964 4.12634 -0.65173  -0.069
C -2.48190 2.85290 -0.72206  -0.083
C -3.17570 1.75463 -0.15525  -0.180
C -2.70279 0.39626 -0.17148  -0.213
C -3.52032 -0.59258 0.30279  -0.186
C -4.78776 -0.31523 0.86585  -0.067
C -5.22211 0.96737 0.95632  -0.032
C -4.43332 2.02718 0.44629  -0.166
C -4.91099 3.35979 0.51695  -0.038
H -4.57016 5.40519 0.04600  0.103
H -2.41571 4.93490 -1.10919  0.107
H -1.57279 2.66371 -1.27176  0.013
H -3.20113 -1.62256 0.25826  0.014
H -5.39719 -1.13070 1.23242  0.108
H -6.18163 1.20052 1.40085  0.114
H -5.86692 3.53821 0.99249  0.111

=====

Q: What is the formula in the second record?
A: C7H22AsN4O8P2RuS

=====

Q: What is the charge in the third record?
A: 0